Arrangement P

Formula: CH3F3N2P
Source: the Open Molecules 2025 dataset
Level of theory: ωB97M-V/def2-TZVPD

ORCA input file:
```
! RIJCOSX wB97M-V def2-TZVPD def2/J DEFGRID3
* xyz 1 1
H -0.56 2.91 1.16
F 1.22 -0.73 1.42
N -0.03 -1.90 -0.06
F -1.28 0.40 -1.16
H -0.73 -1.94 -0.88
C 0.37 -0.77 0.46
N -0.29 2.70 0.25
H 0.33 -2.81 0.33
F 1.09 0.94 -1.31
P -0.14 1.20 -0.22
*
```

Summary:
- SMILES string: N=P(F)(F)C(=[NH2+])F

These are the natural (NBO) partial charges, in e, on atoms 1 to 2:
1. H 0.428
2. F -0.232

***

Arrangement Q

Formula: CH3F3N2P
Source: the Open Molecules 2025 dataset
Level of theory: ωB97M-V/def2-TZVPD

ORCA input file:
```
! RIJCOSX wB97M-V def2-TZVPD def2/J DEFGRID3
* xyz 1 1
P -0.79 1.80 1.24
H -0.29 -0.26 2.20
H 0.74 -1.54 -2.21
H -0.93 -1.43 -1.34
F 1.91 -0.93 -0.34
F 0.71 2.39 1.07
C 0.60 -1.02 -0.35
N -0.71 0.24 1.39
F -1.29 2.13 -0.23
N 0.06 -1.38 -1.44
*
```

These are the natural (NBO) partial charges, in e, on atoms 1 to 2:
1. P 1.953
2. H 0.449

***

Each structure's energy above the most stable one, in eV: arrangement P 0.000; arrangement Q 1.615.

***

Arrangement P

Formula: C2H2ClNO4S
Source: the Open Molecules 2025 dataset
Level of theory: ωB97M-V/def2-TZVPD

ORCA input file:
```
! RIJCOSX wB97M-V def2-TZVPD def2/J DEFGRID3
* xyz 0 1
C 0.84 -1.68 0.15
O -2.92 1.59 -0.35
O 0.56 -2.77 0.49
S -1.74 1.27 0.39
H 1.90 -1.30 -0.30
O -0.47 1.39 -0.76
C 0.58 0.62 -0.30
N 0.00 -0.58 0.07
O -1.33 -0.45 0.53
H 1.37 0.44 -1.09
Cl 1.23 1.47 1.16
*
```

These are the natural (NBO) partial charges, in e, on atoms 1 to 2:
1. C 0.547
2. O -0.821

***

Arrangement Q

Formula: C2H2ClNO4S
Source: the Open Molecules 2025 dataset
Level of theory: ωB97M-V/def2-TZVPD

ORCA input file:
```
! RIJCOSX wB97M-V def2-TZVPD def2/J DEFGRID3
* xyz 0 1
H 2.35 0.62 0.17
O 1.12 -1.07 -0.41
O -1.07 -0.72 -0.15
C 0.00 -1.72 -0.33
O -0.28 -2.84 -0.25
Cl -1.80 1.45 1.50
C 1.25 0.42 0.25
N 0.49 1.49 -0.26
H 0.68 0.21 1.17
S -0.93 0.88 -0.30
O -1.80 1.28 -1.39
*
```

These are the natural (NBO) partial charges, in e, on atoms 1 to 2:
1. H 0.248
2. O -0.549

***

Each structure's energy above the most stable one, in eV: arrangement P 0.296; arrangement Q 0.000.

***

Arrangement P

Formula: HI3OP
Source: the Open Molecules 2025 dataset
Level of theory: ωB97M-V/def2-TZVPD

ORCA input file:
```
! RIJCOSX wB97M-V def2-TZVPD def2/J DEFGRID3
* xyz 1 1
I -0.15 1.23 -2.30
I -0.89 -2.72 0.16
P -0.38 0.24 -0.04
H 1.45 -0.84 0.42
O 1.16 0.12 0.40
I -1.19 1.98 1.37
*
```

These are the natural (NBO) partial charges, in e, on atoms 1 to 2:
1. I 0.192
2. I 0.157

***

Arrangement Q

Formula: HI3OP
Source: the Open Molecules 2025 dataset
Level of theory: ωB97M-V/def2-TZVPD

ORCA input file:
```
! RIJCOSX wB97M-V def2-TZVPD def2/J DEFGRID3
* xyz 1 1
I -3.02 -0.20 -1.73
H 0.13 0.05 0.05
I -0.18 2.31 -2.63
O 0.40 -0.40 -0.77
P -0.68 -0.08 -2.27
I -0.03 -1.77 -3.67
*
```

These are the natural (NBO) partial charges, in e, on atoms 1 to 2:
1. I 0.218
2. H 0.517

***

Each structure's energy above the most stable one, in eV: arrangement P 0.678; arrangement Q 0.000.

***

Arrangement P

Formula: C4H5Cl2N3
Source: the Open Molecules 2025 dataset
Level of theory: ωB97M-V/def2-TZVPD

ORCA input file:
```
! RIJCOSX wB97M-V def2-TZVPD def2/J DEFGRID3
* xyz 0 1
N 0.40 -1.55 -0.61
C -1.61 -0.15 -0.21
H -3.21 2.71 0.75
Cl 0.82 0.92 0.09
C -0.29 -0.41 -0.27
N 3.43 -1.80 0.74
H 1.25 -1.69 -0.19
H -2.30 -1.11 -0.34
H -0.12 -2.54 -0.61
C 3.81 -0.74 0.50
N -2.39 0.84 0.37
H -1.68 2.75 -0.36
C -2.37 2.13 0.26
Cl 4.25 0.63 -0.12
*
```

Summary:
- SMILES string: C=N/C=C(/N)Cl.N#CCl

These are the natural (NBO) partial charges, in e, on atoms 1 to 2:
1. N -0.817
2. C -0.152

***

Arrangement Q

Formula: C4H5Cl2N3
Source: the Open Molecules 2025 dataset
Level of theory: ωB97M-V/def2-TZVPD

ORCA input file:
```
! RIJCOSX wB97M-V def2-TZVPD def2/J DEFGRID3
* xyz 0 1
C -0.17 -0.75 0.02
H 0.36 -1.31 1.85
H -0.88 -2.35 1.14
C -1.35 -0.28 -0.78
H 1.89 -0.07 0.57
H -0.34 2.41 -1.78
Cl -2.57 -1.35 -1.09
N -1.48 0.88 -1.26
H -0.57 2.35 0.04
Cl 0.60 -2.05 -1.24
N 0.81 1.33 -0.46
N -0.46 -1.40 1.18
C 0.97 0.21 0.09
C -0.46 1.77 -0.91
*
```

Summary:
- SMILES string: N[C@]1(Cl)C=NCN=C1Cl

These are the natural (NBO) partial charges, in e, on atoms 1 to 2:
1. C 0.120
2. H 0.388

***

Each structure's energy above the most stable one, in eV: arrangement P 1.704; arrangement Q 0.000.

***

Arrangement P

Formula: C3H8N3
Source: the Open Molecules 2025 dataset
Level of theory: ωB97M-V/def2-TZVPD

ORCA input file:
```
! RIJCOSX wB97M-V def2-TZVPD def2/J DEFGRID3
* xyz 1 1
C 0.04 0.16 1.23
N -0.50 0.13 -1.07
H 1.47 -0.24 -1.68
H 3.16 -0.63 0.30
N 0.83 -0.34 -0.91
H -1.97 0.55 0.43
H 0.11 1.20 1.53
C -1.12 -0.10 0.27
N 2.39 -0.39 0.91
C 1.26 -0.22 0.43
H -1.43 -1.14 0.33
H -0.99 -0.38 -1.81
H -0.02 -0.44 2.14
H -0.54 1.14 -1.31
*
```

Summary:
- SMILES string: [H]/N=C1/CC[NH2+]N1

These are the natural (NBO) partial charges, in e, on atoms 1 to 2:
1. C -0.497
2. N -0.334

***

Arrangement Q

Formula: C3H8N3
Source: the Open Molecules 2025 dataset
Level of theory: ωB97M-V/def2-TZVPD

ORCA input file:
```
! RIJCOSX wB97M-V def2-TZVPD def2/J DEFGRID3
* xyz 1 1
H 1.19 2.04 0.37
H -0.08 0.50 -1.24
N 0.10 0.20 -0.28
H -1.10 0.37 1.62
H 2.17 0.62 -0.41
C -1.15 0.39 0.56
C 1.32 0.93 0.21
H -1.62 1.42 0.15
H 1.54 0.38 1.15
H 0.59 -1.84 0.11
H 0.51 -1.58 -1.51
N -1.98 -0.67 0.26
N -1.51 -1.56 -0.39
C 0.03 -1.22 -0.59
*
```

Summary:
- SMILES string: C[NH+]1CN=NC1

These are the natural (NBO) partial charges, in e, on atoms 1 to 2:
1. H 0.271
2. H 0.441

***

Arrangement R

Formula: C3H8N3
Source: the Open Molecules 2025 dataset
Level of theory: ωB97M-V/def2-TZVPD

ORCA input file:
```
! RIJCOSX wB97M-V def2-TZVPD def2/J DEFGRID3
* xyz 1 1
H 2.13 0.55 0.84
N -1.28 0.62 -0.95
N 1.25 0.71 -0.92
H -0.45 0.37 -1.61
H -0.85 -2.25 0.62
H 0.10 -0.41 1.98
H -1.82 1.42 -1.38
C -1.05 0.58 0.33
H 0.76 -2.15 0.11
C 1.27 0.25 0.23
H -1.78 0.98 0.98
C -0.08 -0.40 0.82
H 1.97 1.40 -1.19
N -0.14 -1.65 0.13
*
```

Summary:
- SMILES string: [H]/N=C/[C@H](N)C=[NH2+]

These are the natural (NBO) partial charges, in e, on atoms 1 to 2:
1. H 0.210
2. N -0.601

***

Arrangement S

Formula: C3H8N3
Source: the Open Molecules 2025 dataset
Level of theory: ωB97M-V/def2-TZVPD

ORCA input file:
```
! RIJCOSX wB97M-V def2-TZVPD def2/J DEFGRID3
* xyz 1 1
N 0.26 0.52 -0.75
H -1.36 1.89 -0.08
H 0.74 1.40 -0.63
H -0.07 0.43 -1.84
H 1.25 -0.79 1.50
H 1.38 -1.26 -1.38
N 1.63 -0.85 0.59
C 1.02 -0.64 -0.65
C -1.78 -0.21 0.40
N -1.79 -1.18 -0.34
H 2.44 -1.43 0.45
C -0.85 0.93 0.31
H -0.28 1.33 1.23
H -2.58 -0.12 1.19
*
```

These are the natural (NBO) partial charges, in e, on atoms 1 to 2:
1. N -0.569
2. H 0.274

***

Each structure's energy above the most stable one, in eV: arrangement P 0.000; arrangement Q 1.767; arrangement R 0.766; arrangement S 3.524.

***

Arrangement P

Formula: C3H8N3
Source: the Open Molecules 2025 dataset
Level of theory: ωB97M-V/def2-TZVPD

ORCA input file:
```
! RIJCOSX wB97M-V def2-TZVPD def2/J DEFGRID3
* xyz 1 1
C -1.06 -0.56 0.00
H 1.43 1.08 -1.77
H 1.58 -1.65 0.99
H 2.43 -0.23 1.50
H -3.46 1.13 -0.85
C -3.05 0.79 0.11
H 1.25 -1.00 -1.13
N -2.17 -0.13 0.15
C 1.32 -0.26 -0.32
H 1.69 1.78 -0.18
N 1.80 -0.72 0.82
N 1.59 0.95 -0.74
H -0.92 -1.71 0.18
H -3.32 1.24 1.02
*
```

These are the natural (NBO) partial charges, in e, on atoms 1 to 2:
1. C -0.046
2. H 0.429

***

Arrangement Q

Formula: C3H8N3
Source: the Open Molecules 2025 dataset
Level of theory: ωB97M-V/def2-TZVPD

ORCA input file:
```
! RIJCOSX wB97M-V def2-TZVPD def2/J DEFGRID3
* xyz 1 1
H 3.02 -0.44 0.01
C -2.29 0.00 -0.47
H -0.12 0.52 -1.22
H 0.28 1.74 -0.11
C -1.37 0.70 0.48
H 0.37 -1.31 0.62
H -2.90 0.52 -1.17
N 2.09 -0.57 -0.31
H 1.28 -0.02 1.39
N -1.98 -1.11 0.01
C 0.99 -0.39 0.44
H -1.45 0.79 1.62
H 2.14 -1.09 -1.13
N -0.05 0.67 -0.17
*
```

These are the natural (NBO) partial charges, in e, on atoms 1 to 2:
1. H 0.415
2. C -0.008

***

Each structure's energy above the most stable one, in eV: arrangement P 0.000; arrangement Q 1.125.